Entry 1:
# C4H6EuO2

C4H6EuO2 as an isolated structure at a distorted geometry (wB97M-V/def2-TZVPD, the OMol25 dataset).

Each line ends with the Löwdin charge.
Atoms and positions in Å:
C: -1.0829 1.2812 -2.4601  -0.347
O: -1.1965 2.0997 -3.5358  0.060
H: -0.9775 0.2404 -2.7704  0.180
H: -1.4786 2.9862 -3.2823  0.106
C: -3.2922 0.4569 0.2805  0.032
C: -2.0294 0.5864 -0.1410  -0.127
C: -1.5905 1.6034 -1.1291  -0.234
O: -0.1603 1.6525 -1.4242  -0.245
Eu: 1.5785 3.8217 -1.0947  1.135
H: -4.0572 1.1863 0.0016  0.073
H: -1.2979 -0.1890 0.1093  0.122
H: -3.2634 0.1381 1.3535  0.093
H: -2.0121 2.6070 -0.9926  0.152

Output
charge = +1
spin multiplicity = 7
lowest unoccupied orbital energy (spin up / spin down) = -3.54 / -4.31 eV
expectation value of S² = 12.006
highest occupied orbital energy (spin up / spin down) = -9.917 / -12.351 eV

Entry 2:
# C19H26F4N2O

The molecule C19H26F4N2O (wB97M-V/def2-TZVPD, the OMol25 dataset).

Each line ends with the Löwdin charge.
Atoms and positions in Å:
C: 2.1205 0.2404 -1.5322  -0.042
N: 2.0917 0.1508 -0.0924  -0.104
C: 3.0769 -0.4125 0.6424  -0.465
O: 3.0254 -0.5016 1.8540  0.059
C: 4.2774 -0.9269 -0.1458  -0.087
H: 4.7636 -0.0917 -0.6552  0.128
C: 5.2681 -1.5979 0.8033  -0.070
C: 6.4645 -2.1285 0.0481  -0.639
F: 6.1227 -3.0410 -0.8794  0.129
F: 7.3565 -2.7234 0.8527  0.135
F: 7.1295 -1.1630 -0.6094  0.131
H: 4.7918 -2.4299 1.3243  0.140
H: 5.6170 -0.8854 1.5521  0.140
H: 3.9426 -1.6411 -0.9011  0.126
C: 0.8838 0.5885 0.5801  -0.126
H: 0.6191 1.5883 0.2205  0.132
C: -0.2933 -0.3692 0.3704  -0.280
C: 0.0139 -1.7681 0.9076  -0.156
C: -1.2220 -2.6575 0.7971  -0.169
C: -2.4038 -1.9867 1.5058  -0.193
N: -2.7044 -0.6653 0.9885  -0.160
C: -1.5372 0.1875 1.0861  -0.143
H: -1.7864 1.1710 0.6869  0.108
H: -1.3063 0.3010 2.1502  0.136
C: -3.3695 -0.6514 -0.2999  -0.189
H: -3.9475 -1.5745 -0.3851  0.121
C: -4.3541 0.5291 -0.4127  -0.127
C: -3.6830 1.8412 -0.6943  -0.259
C: -3.6901 2.8684 0.2433  -0.043
C: -3.0521 4.0697 -0.0086  -0.004
C: -2.4028 4.2358 -1.2176  -0.281
C: -2.3859 3.2402 -2.1769  -0.007
C: -3.0336 2.0486 -1.9075  -0.040
H: -3.0371 1.2686 -2.6550  0.116
H: -1.8798 3.4075 -3.1149  0.116
F: -1.7682 5.4018 -1.4713  0.051
H: -3.0523 4.8695 0.7149  0.118
H: -4.1938 2.7220 1.1868  0.118
H: -4.9176 0.5902 0.5180  0.115
H: -5.0496 0.3077 -1.2259  0.118
H: -2.6695 -0.6164 -1.1474  0.110
H: -3.3000 -2.6065 1.4288  0.115
H: -2.1636 -1.8704 2.5674  0.122
H: -1.4715 -2.8165 -0.2551  0.110
H: -1.0267 -3.6314 1.2479  0.110
H: 0.8462 -2.2123 0.3564  0.114
H: 0.3167 -1.6885 1.9537  0.125
H: -0.5056 -0.4394 -0.7029  0.133
H: 1.1205 0.6465 1.6446  0.128
H: 1.2967 0.8725 -1.8567  0.091
H: 2.0108 -0.7403 -2.0046  0.096
H: 3.0513 0.6904 -1.8802  0.090

Output
SMILES = CN(C[C@H]1CCCN(CCc2ccc(F)cc2)C1)C(=O)CCC(F)(F)F
charge = 0
lowest unoccupied orbital energy = 0.52 eV
highest occupied orbital energy = -8.275 eV

Entry 3:
# C6H14O

The molecule C6H14O at a distorted geometry (wB97M-V/def2-TZVPD, the OMol25 dataset).

Each line ends with the Löwdin charge.
Atoms and positions in Å:
C: -1.6840 -0.4667 -1.5032  -0.271
O: -2.5222 0.6160 -1.1819  -0.068
C: -1.1554 -1.2199 -0.2456  -0.175
C: -0.4948 -0.2996 0.7984  -0.189
C: 0.8018 0.3832 0.3494  -0.449
C: 1.2028 1.5906 1.1749  -0.077
C: 1.9164 -0.5968 0.0023  -0.069
H: -0.7775 -0.1154 -2.0223  0.105
H: -2.2129 -1.1317 -2.1781  0.114
H: -2.0354 1.3533 -0.7880  0.084
H: -0.4210 -1.9030 -0.6763  0.097
H: -1.9746 -1.7833 0.1968  0.108
H: -1.2035 0.4518 1.1511  0.103
H: -0.3693 -0.9846 1.6442  0.115
H: 0.5509 0.8007 -0.6390  0.116
H: 0.3163 2.1031 1.5659  0.072
H: 1.7139 2.3253 0.5544  0.076
H: 1.7792 1.3661 2.0752  0.079
H: 1.5636 -1.2100 -0.8195  0.063
H: 2.2043 -1.2509 0.8294  0.084
H: 2.8014 -0.0281 -0.2881  0.080

Output
SMILES = CC(C)CCCO
charge = 0
lowest unoccupied orbital energy = 0.93 eV
highest occupied orbital energy = -9.974 eV

Entry 4:
# C14H38KNO6

C14H38KNO6 as an isolated structure at a distorted geometry (wB97M-V/def2-TZVPD, the OMol25 dataset).

Each line ends with the Löwdin charge.
Atoms and positions in Å:
K: -21.7587 16.3639 -21.1929  0.197
C: -22.3581 20.1146 -23.2820  -0.110
C: -23.7319 19.4928 -22.9295  -0.432
O: -23.7138 18.1718 -22.4069  -0.404
H: -21.9211 19.6821 -24.1820  0.053
H: -21.5292 20.0418 -22.5778  0.052
H: -22.5487 21.1655 -23.4995  0.051
H: -24.4530 19.5860 -23.7416  0.082
H: -24.1823 20.1503 -22.1858  0.073
C: -18.4969 16.2398 -22.6554  -0.124
O: -19.2322 17.2727 -22.0859  -0.253
C: -18.6428 17.8652 -20.9012  -0.174
C: -18.5866 16.8993 -19.6635  -0.181
N: -19.9258 16.7053 -19.1213  -0.138
C: -20.1067 15.7396 -18.0388  -0.193
C: -21.5874 15.5888 -17.6539  -0.179
O: -22.3870 14.9859 -18.6731  -0.249
C: -22.3362 13.5955 -18.8009  -0.113
H: -17.4580 16.4293 -22.9254  0.090
H: -18.9800 15.8795 -23.5636  0.093
H: -18.6183 15.4616 -21.9020  0.066
H: -19.1153 18.8166 -20.6572  0.117
H: -17.6652 18.2832 -21.1414  0.111
H: -17.9526 17.3841 -18.9212  0.111
H: -18.2504 15.9272 -20.0240  0.101
H: -20.3715 17.5550 -18.8059  0.110
H: -19.4766 16.1826 -17.2676  0.112
H: -19.7088 14.7623 -18.3120  0.104
H: -21.9127 16.6092 -17.4511  0.105
H: -21.7817 15.0056 -16.7537  0.120
H: -21.3923 13.2406 -19.2146  0.067
H: -23.1238 13.2866 -19.4882  0.082
H: -22.5703 13.0764 -17.8715  0.082
C: -24.7131 18.2670 -17.5331  -0.067
C: -24.7597 17.8197 -19.0474  -0.302
O: -23.5336 18.1914 -19.5893  -0.143
H: -25.6326 17.9379 -17.0490  0.059
H: -24.6989 19.3569 -17.5362  0.062
H: -23.8342 17.9606 -16.9658  0.053
H: -25.4920 18.3131 -19.6866  0.123
H: -24.7571 16.7297 -19.0495  0.083
H: -23.6186 18.2448 -20.5440  -0.006
C: -25.7291 13.7495 -21.4971  -0.077
C: -25.0756 15.1596 -21.4235  -0.317
O: -24.3675 15.4352 -22.5973  -0.102
H: -26.5498 13.6382 -22.2057  0.066
H: -26.1609 13.5351 -20.5195  0.063
H: -25.0584 12.9171 -21.7103  0.056
H: -24.4050 15.2952 -20.5750  0.075
H: -25.9457 15.8079 -21.3192  0.112
H: -24.1082 16.3585 -22.5540  -0.003
C: -20.9845 12.3386 -24.0227  -0.119
C: -21.8626 13.0764 -23.0356  -0.289
O: -20.9806 13.9557 -22.3026  -0.198
H: -20.0472 11.9172 -23.6594  0.058
H: -20.6577 13.0432 -24.7875  0.071
H: -21.4928 11.4840 -24.4692  0.067
H: -22.3039 12.3124 -22.3956  0.099
H: -22.6811 13.6121 -23.5164  0.108
H: -20.3030 13.3959 -21.9165  0.040

Output
charge = -1
spin multiplicity = 2
lowest unoccupied orbital energy (spin up / spin down) = 1.64 / 2.31 eV
expectation value of S² = 0.751
highest occupied orbital energy (spin up / spin down) = 0.001 / -4.989 eV

Entry 5:
# C11H15N2

A 2-piece molecular cluster, C11H15N2 overall at a distorted geometry (wB97M-V/def2-TZVPD, the OMol25 dataset).

Each line ends with the Löwdin charge.
Atoms and positions in Å:
C: -0.0756 3.4700 0.0372  -0.095
C: -0.1832 2.8036 1.2633  -0.024
C: 0.5500 2.8992 -0.9690  -0.056
C: 0.1976 1.4604 1.3800  -0.059
C: 0.9901 1.5114 -0.9193  -0.037
C: 0.7936 0.9480 0.2534  -0.037
C: -1.2738 -1.0585 1.1561  -0.140
C: -2.4953 -0.9265 -0.7442  -0.140
C: -1.0773 -1.4087 -1.1694  -0.087
C: 1.9201 -1.4125 0.8445  -0.033
C: 0.8525 -2.2450 0.2033  -0.156
N: -2.4459 -0.7128 0.6912  0.109
N: -0.4276 -1.4808 0.1503  -0.077
H: -0.1947 4.5436 0.1690  0.132
H: -0.5398 3.3952 2.1332  0.137
H: 0.6241 3.5623 -1.8216  0.125
H: 0.1448 0.8584 2.2897  0.120
H: 1.3372 0.8735 -1.8608  0.174
H: -1.0282 -1.0811 2.1496  0.112
H: -2.8047 0.0458 -1.2589  0.151
H: -3.1944 -1.6569 -0.9343  0.091
H: -0.9626 -2.3954 -1.4550  0.095
H: -0.4869 -0.7926 -1.9340  0.142
H: 1.7286 -0.3582 0.4757  0.043
H: 1.8564 -1.3653 1.8994  0.078
H: 2.9778 -1.7660 0.5270  0.141
H: 0.6372 -3.1923 0.6685  0.136
H: 1.1724 -2.4264 -0.8841  0.155

Output
charge = +1
lowest unoccupied orbital energy (spin up / spin down) = -5.26 / -6.52 eV
highest occupied orbital energy (spin up / spin down) = -13.137 / -12.028 eV

Entry 6:
# C3H3N3O2

The molecule C3H3N3O2 at a distorted geometry (wB97M-V/def2-TZVPD, the OMol25 dataset).

Each line ends with the Löwdin charge.
Atoms and positions in Å:
C: -0.7809 0.1092 0.0803  -0.421
C: 1.3534 0.8799 -0.0370  -0.130
C: 1.9527 -0.4444 -0.1467  -0.122
H: -3.8475 -0.1816 0.0507  0.177
H: 2.0484 1.8412 -0.0912  0.144
H: 3.1076 -0.5399 -0.1232  0.145
N: -1.9811 0.3925 -0.0032  -0.003
N: 0.1033 1.1712 0.1685  0.141
N: 1.1878 -1.4876 0.0251  0.120
O: -2.8799 -0.5337 -0.1279  -0.034
O: -0.2639 -1.2069 0.2046  -0.016

Output
SMILES = O/N=c1/nccno1
charge = 0
lowest unoccupied orbital energy = -0.76 eV
highest occupied orbital energy = -8.962 eV

Entry 7:
# CHN3O3

The molecule CHN3O3 at a distorted geometry (wB97M-V/def2-TZVPD, the OMol25 dataset).

Each line ends with the Löwdin charge.
Atoms and positions in Å:
C: 0.0986 0.4049 -0.1828  -0.118
N: 2.8830 0.3524 -0.1246  0.119
N: 0.0034 1.6767 0.0290  -0.060
N: 1.2953 -0.2835 -0.1892  -0.192
O: 3.5788 -0.5688 -0.1223  0.089
O: 0.7653 2.6027 -0.1452  0.037
O: 1.3529 -1.4930 -0.0189  -0.005
H: -0.7962 -0.1946 -0.0860  0.130

Output
SMILES = O=N/C=[N+](/[O-])N=O
charge = 0
lowest unoccupied orbital energy (spin up / spin down) = -1.64 / -1.58 eV
highest occupied orbital energy (spin up / spin down) = -8.631 / -9.966 eV

- What is the formula in the sixth record?
  C3H3N3O2